Entry 1:
14
Properties=species:S:1:pos:R:3:forces:R:3:lowdin_charge:R:1 method="wB97M-V/def2-TZVPD" spin_multiplicity=1 largest_force_ev_per_a=0.5 smiles="C#CCCNC=O" lumo_energy_ev=0.90 molar_mass_g_mol=97.12
C -2.2426 1.1588 -0.0024 0.4 0.0 0.2 0.109
C -1.0688 1.1407 0.2667 -0.5 0.0 -0.1 -0.151
C 0.3667 1.0749 0.5419 0.0 0.1 -0.1 -0.194
C 0.8088 -0.2881 1.1097 0.1 0.0 0.1 -0.191
N 0.2002 -1.4261 0.4467 0.0 0.1 -0.2 0.010
C 0.4821 -1.6840 -0.8598 0.1 0.1 0.0 -0.359
O 1.3436 -1.1105 -1.4967 -0.2 -0.2 0.2 0.020
H -3.2809 1.1956 -0.2445 0.1 0.0 0.0 0.023
H 0.6448 1.8705 1.2424 0.0 -0.1 -0.1 0.117
H 0.9109 1.2529 -0.3902 -0.1 0.0 0.1 0.113
H 1.8934 -0.3643 0.9967 -0.1 0.0 0.0 0.122
H 0.5754 -0.3597 2.1754 0.0 0.0 -0.2 0.120
H -0.6872 -1.7502 0.8013 0.1 0.0 -0.1 0.130
H -0.1350 -2.4974 -1.2853 0.1 0.1 0.1 0.132

***

Entry 2:
15
Properties=species:S:1:pos:R:3:forces:R:3:lowdin_charge:R:1 method="wB97M-V/def2-TZVPD" spin_multiplicity=1 largest_force_ev_per_a=0.1 lumo_energy_ev=4.00 total_charge=-1 molar_mass_g_mol=72.92
B -1.2385 -1.4244 -0.5972 0.1 0.0 0.1 -0.504
C -0.0312 -0.3285 -0.8426 -0.1 0.0 0.0 -0.278
C 0.5438 0.2338 0.4599 0.1 0.1 0.1 -0.475
C 0.1985 1.6961 0.7446 -0.1 0.0 0.0 -0.068
O 2.0007 0.1668 0.5183 -0.1 0.0 0.0 -0.106
H -1.6494 -1.8928 -1.6648 0.0 0.0 0.0 -0.030
H -0.7917 -2.3439 0.1131 0.0 0.0 0.0 -0.018
H -2.1769 -0.8834 0.0105 0.0 0.0 0.0 -0.019
H 0.8009 -0.7906 -1.3946 0.0 0.0 0.0 0.069
H -0.3762 0.5067 -1.4694 0.1 0.0 0.0 0.062
H 0.1627 -0.3830 1.2835 0.1 0.1 0.0 0.109
H -0.6928 1.7722 1.3713 0.0 0.0 -0.1 0.069
H 0.0061 2.2507 -0.1766 0.1 0.0 0.0 0.062
H 1.0249 2.1790 1.2703 0.0 0.0 0.1 0.061
H 2.2190 -0.7586 0.3738 0.0 0.0 -0.1 0.067

***

Entry 3:
86
Properties=species:S:1:pos:R:3:forces:R:3:lowdin_charge:R:1 method="wB97M-V/def2-TZVPD" spin_multiplicity=1 largest_force_ev_per_a=6.7 lumo_energy_ev=2.45 total_charge=-1 molar_mass_g_mol=773.58
O 1.2665 -4.4484 -2.2123 0.6 -3.1 -1.3 0.165
C 1.1061 -3.4448 -1.7586 -0.9 2.9 1.0 -0.130
Co 0.8124 -1.8666 -0.9770 4.8 -1.4 -1.9 0.068
C 1.8375 -1.6396 0.3576 2.6 0.2 3.9 -0.155
O 2.5129 -1.4566 1.2980 -1.4 -0.3 -2.2 0.101
C 2.0484 -1.0198 -2.0056 1.9 0.0 -1.6 -0.187
O 3.1050 -0.8850 -2.5321 -2.9 0.0 1.5 0.061
C -0.9265 -1.4188 -1.0736 -1.9 2.3 -1.0 -0.223
C -0.5860 -1.8826 0.1418 -2.2 1.0 0.4 -0.182
C -0.9951 -2.2478 1.4297 -1.7 -3.2 1.5 -0.241
C -1.4051 -3.6230 1.5525 0.9 -1.3 -1.0 -0.204
C -1.4509 -4.5880 0.5255 -0.2 -0.5 -0.1 -0.037
C -1.6164 -5.9322 0.8560 -0.1 -0.1 0.5 -0.118
C -1.7450 -6.3234 2.1901 0.0 -0.1 0.2 -0.138
C -1.7746 -5.3412 3.1999 -0.3 -0.4 -0.1 -0.094
C -1.6859 -4.0153 2.8666 -0.1 -1.9 -1.0 -0.089
Co -0.1398 0.3474 -1.6065 0.0 0.2 -0.4 -0.057
C -0.3012 0.9689 0.0008 0.2 0.4 2.2 -0.213
O -0.4456 1.2953 1.1027 0.0 0.1 -1.1 0.090
C -1.4541 0.7677 -2.6804 0.0 -0.5 -1.1 -0.229
O -2.3211 1.0866 -3.3739 0.1 0.1 0.5 0.075
P 1.2035 1.8712 -2.3630 -0.1 -0.2 0.0 1.034
C 2.6151 2.3793 -1.3106 0.2 0.2 0.2 -0.320
C 3.3144 3.5742 -1.5545 0.2 -0.2 0.4 -0.096
C 4.3588 3.9580 -0.7069 -0.2 -0.2 -0.1 -0.087
C 4.7033 3.1607 0.3914 -0.2 -0.1 -0.1 -0.090
C 4.0005 1.9803 0.6410 0.0 0.1 -0.2 -0.061
C 2.9577 1.5922 -0.2060 0.1 0.1 0.0 -0.074
C 1.9407 1.5015 -4.0012 0.2 0.2 -0.2 -0.348
C 3.3051 1.6766 -4.2662 -0.3 -0.1 -0.4 -0.083
C 3.8119 1.3909 -5.5374 -0.2 -0.1 0.1 -0.082
C 2.9693 0.9008 -6.5393 0.0 0.1 0.2 -0.095
C 1.6124 0.7052 -6.2707 0.0 0.1 0.3 -0.081
C 1.0941 1.0120 -5.0090 0.3 0.0 -0.1 -0.089
C 0.4008 3.5014 -2.6324 0.0 0.3 -0.2 -0.323
C 0.3696 4.1336 -3.8834 -0.2 0.1 0.3 -0.076
C -0.3134 5.3435 -4.0399 0.0 0.0 0.2 -0.088
C -0.9530 5.9374 -2.9498 0.1 -0.2 -0.1 -0.098
C -0.8973 5.3251 -1.6946 0.2 -0.2 -0.1 -0.080
C -0.2138 4.1174 -1.5314 -0.1 0.2 -0.2 -0.077
H -1.6017 -1.7938 -1.8270 -0.7 -0.2 0.6 0.076
H -1.0480 -0.8734 1.8849 0.7 0.7 0.1 0.187
H -1.3529 -4.3414 -0.5299 0.1 0.2 0.2 0.091
H -1.6337 -6.7068 0.0892 0.0 0.2 0.0 0.090
H -1.8418 -7.3799 2.4546 0.0 0.3 -0.1 0.079
H -1.8748 -5.6352 4.2396 -0.1 -0.1 0.0 0.090
H -1.6545 -3.1109 3.4371 -0.5 -0.9 1.6 0.078
H 3.0378 4.2040 -2.4031 0.1 -0.2 0.2 0.111
H 4.9002 4.8832 -0.9064 -0.1 -0.2 0.1 0.098
H 5.5163 3.4643 1.0544 -0.2 -0.1 -0.2 0.099
H 4.2550 1.3510 1.4943 -0.1 0.2 -0.2 0.108
H 2.4000 0.6729 -0.0059 0.2 0.5 -0.1 0.057
H 3.9739 2.0275 -3.4818 -0.2 -0.1 -0.2 0.098
H 4.8732 1.5440 -5.7337 -0.2 -0.1 0.0 0.099
H 3.3713 0.6661 -7.5263 -0.1 0.1 0.3 0.097
H 0.9465 0.3109 -7.0382 0.2 0.1 0.1 0.101
H 0.0303 0.8641 -4.8060 0.4 0.0 0.0 0.091
H 0.8765 3.6827 -4.7364 -0.2 0.1 0.2 0.099
H -0.3419 5.8163 -5.0212 0.0 -0.1 0.2 0.099
H -1.4942 6.8760 -3.0771 0.1 -0.2 0.0 0.097
H -1.3878 5.7843 -0.8366 0.1 -0.1 -0.2 0.102
H -0.1585 3.6536 -0.5434 -0.1 0.1 -0.3 0.101
C -3.9469 -1.6455 2.4410 -0.6 0.1 -0.1 -0.019
C -3.4631 -0.7280 3.5288 0.9 0.1 0.7 -0.580
C -3.8325 0.7285 3.2528 -0.3 0.3 -0.4 -0.041
C -4.0642 -1.1100 4.8924 -0.5 -0.3 0.0 -0.041
N -2.0045 -0.8204 3.5572 -1.5 -1.1 0.2 -0.041
C -1.1063 -1.7447 2.8700 1.8 5.6 -3.2 -0.291
N 0.1379 -1.5891 3.5415 0.0 -1.0 0.5 -0.105
C 1.1433 -2.6256 3.7307 -0.4 0.5 0.3 -0.036
C -0.0223 -0.6126 4.4830 0.6 1.2 0.7 -0.108
C -1.2623 -0.1322 4.4552 0.3 0.6 0.7 -0.113
H -3.6994 -2.6781 2.6864 0.0 0.0 -0.2 0.081
H -5.0324 -1.5503 2.3939 -0.1 -0.1 -0.2 0.087
H -3.5084 -1.3548 1.4831 -0.1 -0.2 0.0 0.101
H -3.6235 1.3909 4.1045 0.0 -0.2 -0.2 0.074
H -3.2885 1.1148 2.3813 -0.1 -0.1 0.1 0.088
H -4.9070 0.7829 3.0473 0.1 0.1 0.0 0.081
H -3.7936 -0.4126 5.7009 0.1 -0.2 -0.3 0.075
H -5.1584 -1.0862 4.7984 0.1 0.0 0.1 0.078
H -3.7870 -2.1321 5.1836 0.1 0.2 -0.1 0.086
H 0.8497 -3.5044 3.1646 0.2 -0.1 -0.1 0.089
H 2.0885 -2.2058 3.3912 0.1 -0.4 0.0 0.057
H 1.2447 -2.8792 4.8016 -0.2 -0.1 -0.3 0.083
H 0.7838 -0.2536 5.0845 0.4 0.1 0.1 0.097
H -1.6598 0.6946 5.0073 -0.1 0.2 0.2 0.105

***

Entry 4:
10
Properties=species:S:1:pos:R:3:forces:R:3:lowdin_charge:R:1 method="wB97M-V/def2-TZVPD" spin_multiplicity=1 largest_force_ev_per_a=6.5 smiles="N/N=c1/nno[nH]1" lumo_energy_ev=-0.01 molar_mass_g_mol=101.07
N -1.5947 1.0862 0.3351 -1.5 -5.6 -3.0 -0.015
N -0.3764 0.9808 0.8684 3.8 -1.8 -0.6 -0.018
C 0.3932 0.0970 0.3196 -0.6 1.1 -0.9 -0.403
N 1.7891 -0.0068 0.6473 -1.7 1.3 3.3 0.076
N 2.3626 -0.8228 -0.0035 1.4 -0.1 -2.0 -0.031
O 1.6687 -1.2063 -1.0737 -2.8 -1.5 0.5 -0.101
N 0.1058 -0.9255 -0.6579 2.4 0.6 -2.8 0.133
H -2.0854 0.0184 0.2758 1.5 3.4 -0.2 0.175
H -2.1097 1.4980 1.0008 -2.6 2.2 2.7 0.014
H -0.1532 -0.7190 -1.7119 0.1 0.3 3.0 0.169

***

Entry 5:
15
Properties=species:S:1:pos:R:3:forces:R:3:lowdin_charge:R:1 method="wB97M-V/def2-TZVPD" spin_multiplicity=3 largest_force_ev_per_a=8.4 lumo_energy_ev="0.92 / -1.71" s2=2.0063 molar_mass_g_mol=83.13
C -0.5410 1.7446 -2.2322 1.3 -1.9 -1.4 -0.094
C -1.4160 -0.3520 -0.4724 -8.3 0.2 -1.0 -0.019
C -0.1746 -0.2447 0.0663 7.5 -0.1 2.7 -0.449
C 0.3066 0.4047 1.3226 0.3 0.9 -0.1 -0.085
C 0.9545 -0.8534 -0.7099 0.7 1.5 1.8 -0.097
N -1.0957 2.5666 -1.7367 -2.6 3.9 2.7 0.108
H -0.0501 1.1258 -2.8629 1.3 -1.8 -1.3 0.041
H -1.6498 -0.9435 -1.3428 0.1 -0.1 0.0 0.054
H -2.2844 -0.0384 0.1723 0.8 -0.5 -1.0 0.082
H -0.2898 1.2547 1.7723 0.3 -0.9 -0.8 0.088
H 1.2770 0.8198 0.9269 -0.5 0.0 1.2 0.079
H 0.5513 -0.2780 2.1895 -0.2 0.3 -0.8 0.086
H 0.6584 -1.3428 -1.5408 -1.6 -1.6 -2.9 0.015
H 1.5341 -1.6615 -0.2077 0.3 1.1 0.2 0.100
H 1.5017 0.0210 -1.1482 0.7 -0.8 0.7 0.090

***

Entry 6:
26
Properties=species:S:1:pos:R:3:forces:R:3:lowdin_charge:R:1 method="wB97M-V/def2-TZVPD" spin_multiplicity=3 largest_force_ev_per_a=7.0 lumo_energy_ev="0.99 / -2.26" s2=2.0067 molar_mass_g_mol=162.24
C -1.6220 0.2288 -1.4525 2.1 0.7 -0.4 -0.213
C -0.8674 -0.9118 -2.1179 0.2 -0.8 3.4 -0.144
C 1.5521 1.3195 1.5232 -1.7 -0.3 -1.5 -0.151
C -1.7689 0.0444 0.0075 1.0 2.0 1.8 -0.142
C 0.2067 1.5363 0.7612 -1.7 1.3 1.3 -0.123
C 0.6280 -0.9659 -1.7378 -1.2 1.5 2.7 -0.072
C 1.5257 -0.1939 1.8664 4.3 1.7 0.8 -0.231
C 0.1569 -0.8606 1.7795 -1.0 0.4 -0.1 -0.138
C -0.3674 0.0755 0.6346 1.0 1.7 -2.3 -0.265
C 0.7087 -0.7357 -0.2339 -2.0 -1.2 -1.1 -0.327
N 1.8431 -0.8867 0.5912 5.5 3.8 0.2 0.087
N 0.6715 -1.8023 0.7647 -5.3 -4.4 1.2 0.139
H -1.0967 1.1411 -1.6911 0.3 0.6 0.0 0.108
H -2.5701 0.3841 -1.8072 -2.4 0.0 -1.5 0.086
H -1.3538 -1.8348 -1.6684 0.7 0.5 -1.3 0.137
H -0.8376 -0.8259 -3.1357 -0.8 -0.2 -2.8 0.078
H 2.1971 1.5739 0.6693 1.1 -0.5 1.3 0.103
H 1.6217 1.9729 2.3691 0.4 0.3 0.4 0.091
H -2.4999 0.7783 0.4955 1.2 -0.8 -0.6 0.149
H -2.1604 -0.8981 0.1155 -1.2 -2.5 0.7 0.073
H -0.5302 2.2042 1.4084 1.2 -1.3 -1.4 0.139
H 0.4035 2.1062 -0.2334 -0.7 -1.2 1.5 0.128
H 1.0823 -1.8100 -2.1594 0.8 -1.6 0.1 0.100
H 1.2484 -0.1534 -2.0370 0.1 1.2 -1.2 0.103
H 2.3349 -0.3510 2.7134 -1.8 -0.5 -1.6 0.168
H -0.5061 -1.1352 2.5746 0.0 -0.3 0.5 0.117